Record 1
11
Properties=species:S:1:pos:R:3:forces:R:3:lowdin_charge:R:1 method="wB97M-V/def2-TZVPD" fmax_ev_per_a=1.18 homo_energy_ev=-8.36 lumo_energy_ev=1.021
N -1.88740 -0.40457 0.23526 -0.2 -0.1 -0.3 0.12
C -0.56140 -0.29771 -0.07256 0.0 0.0 0.0 -0.46
C 0.14173 0.96989 -0.07316 0.0 0.0 0.3 -0.03
C 1.41522 0.60636 0.17630 -0.2 0.0 -0.1 -0.12
N 1.53907 -0.78552 -0.02555 0.0 0.0 0.2 -0.07
N 0.24104 -1.32206 -0.13890 -0.4 0.3 -0.2 0.04
H -2.50242 0.37110 0.07454 0.0 -0.1 0.0 0.09
H -2.28077 -1.32094 0.36383 0.0 0.1 -0.2 0.09
H -0.25587 1.94143 -0.33129 -0.1 0.1 0.9 0.10
H 2.18530 1.11734 0.74603 0.3 0.4 -1.1 0.11
H 1.96549 -0.87531 -0.95451 0.6 -0.5 0.5 0.13

Record 2
11
Properties=species:S:1:pos:R:3:forces:R:3:lowdin_charge:R:1 method="wB97M-V/def2-TZVPD" fmax_ev_per_a=1.26 homo_energy_ev=-6.60 lumo_energy_ev=0.677
N 2.17262 -0.05763 -0.05865 0.2 0.5 0.0 0.02
C 0.88561 0.16595 -0.09302 -0.1 -0.1 0.1 -0.48
C -0.17783 1.05976 -0.37593 0.2 0.0 0.0 -0.05
N -1.36639 0.36778 -0.11083 0.1 -0.1 0.1 0.02
C -1.11996 -0.86680 0.31142 0.1 0.1 0.0 -0.13
N 0.20958 -0.99045 0.32745 0.0 0.0 -0.1 0.09
H 0.95396 -1.64432 0.56199 -1.0 -0.8 0.3 0.15
H 2.78442 0.73258 -0.15069 -0.1 0.4 -0.3 0.00
H -0.20318 2.06592 -0.76046 0.1 -0.2 0.1 0.09
H -2.29534 0.74873 -0.21972 0.2 -0.1 0.0 0.16
H -1.86626 -1.59657 0.58512 0.2 0.1 0.0 0.13

Record 3
11
Properties=species:S:1:pos:R:3:forces:R:3:lowdin_charge:R:1 method="wB97M-V/def2-TZVPD" fmax_ev_per_a=1.92 homo_energy_ev=-9.89 lumo_energy_ev=1.056
C -1.66140 -0.42338 0.00483 0.3 0.1 -0.1 -0.05
C -0.14027 -0.32464 -0.09307 0.7 1.6 0.1 -0.32
C 0.47097 1.04372 -0.06506 -0.2 -0.6 -0.1 -0.12
N 1.75910 0.92411 -0.08553 -0.2 0.1 0.0 0.00
N 2.03220 -0.37545 -0.19524 -1.5 -1.0 0.6 -0.08
N 0.84018 -1.19694 -0.12374 0.7 1.6 0.3 0.10
H -1.91474 0.19967 0.87028 -0.1 -0.1 -0.1 0.07
H -2.09164 0.07211 -0.87305 0.1 -0.1 0.1 0.08
H -2.19972 -1.37291 0.13340 0.9 0.0 -0.1 0.08
H 0.10219 2.07491 0.00146 -0.5 -0.8 -0.1 0.11
H 2.80353 -0.59581 0.43819 -0.3 -0.7 -0.6 0.14

Record 4
12
Properties=species:S:1:pos:R:3:forces:R:3:lowdin_charge:R:1 method="wB97M-V/def2-TZVPD" fmax_ev_per_a=1.58 homo_energy_ev=-8.10 lumo_energy_ev=0.853
N -1.75900 -1.00724 -0.68985 -0.1 -0.1 -0.2 0.07
C -0.54986 -0.37167 -0.36073 0.0 0.0 0.0 -0.36
C 0.62760 -0.13673 -1.00355 -0.5 -0.3 -0.3 -0.10
N 1.49759 0.51309 -0.17256 -0.2 -0.2 -0.3 0.08
C 0.85194 0.67508 0.94810 0.3 -0.1 -0.6 -0.50
O 1.53243 1.31398 1.90564 -0.3 -0.1 0.0 0.09
N -0.39226 0.17143 0.92766 0.2 0.0 0.0 0.18
H -2.37201 -0.40628 -1.22836 0.0 0.0 0.1 0.08
H -1.60707 -1.85599 -1.22033 0.0 0.0 0.1 0.08
H 0.91151 -0.39595 -2.01660 -0.2 0.0 0.2 0.10
H 2.29043 1.38828 1.28501 0.8 0.7 1.2 0.12
H -1.06487 0.12473 1.67591 0.1 0.0 -0.1 0.16